Below is a structure of composition C25H19F10N3NiO, with properties calculated with ωB97M-V/def2-TZVPD.

ΔE to the lowest compared entry with this formula, charge and spin ... 3.5 kcal per mole
Spin multiplicity ... 3
Total charge ... 0
Max |F| ... 1.08 eV/Å
⟨S²⟩ ... 2.006
Orbital gap (spin up / spin down) ... 6.42 / 6.59 eV
Molar mass ... 626.1 g/mol

Geometry as XYZ:
```
59
Properties=species:S:1:pos:R:3:forces:R:3
Ni -1.0170 -0.6405 0.0549 -0.4129 0.0158 -0.9928
C -2.7875 -2.9832 -0.5374 0.0528 0.0549 -0.1224
N -2.0986 -1.9156 -1.2830 -0.0185 -0.2369 0.5358
C -1.0544 -2.4811 -2.1517 -0.1009 -0.0943 0.0360
C -0.0772 -1.4208 -2.6100 0.0887 0.2315 0.0573
N 0.3011 -0.6631 -1.4337 0.4180 0.2903 0.0935
C 1.2921 0.2648 -1.4499 -0.3994 -0.1334 -0.1421
C 2.2102 0.5783 -2.4625 0.0714 -0.0121 -0.1634
F 2.1470 -0.0474 -3.6573 0.0110 -0.0490 -0.0366
C 3.2196 1.5124 -2.2995 0.0187 -0.1441 -0.2189
F 4.0681 1.7363 -3.3045 0.0436 -0.0031 -0.1218
C 3.3799 2.2102 -1.1242 0.1967 0.1399 0.0264
F 4.3688 3.1020 -0.9754 -0.0124 -0.0152 -0.0128
C 2.4860 1.9640 -0.1058 -0.1833 0.0123 0.1980
F 2.5922 2.6190 1.0522 -0.0363 -0.0103 0.0599
C 1.4901 1.0394 -0.2950 -0.2600 0.0040 0.1629
F 0.6135 0.8249 0.7338 0.1067 0.2018 0.1304
C -3.0641 -1.0520 -2.0029 -0.0060 -0.0776 -0.0598
C -2.7528 0.4364 -1.8770 0.1107 0.0611 0.0515
N -2.3345 0.6698 -0.5145 0.1319 0.4731 0.7273
C -2.3495 1.9144 0.0570 0.0233 -0.3849 -0.3729
C -2.0035 2.0452 1.4116 0.0732 -0.3152 0.2237
F -1.6392 0.9243 2.0936 -0.1155 -0.0380 -0.0592
C -1.9994 3.2250 2.1119 0.0842 -0.1599 0.1621
F -1.6585 3.2343 3.4028 0.0324 -0.0276 0.1106
C -2.3478 4.3993 1.4852 0.0177 0.2769 0.2105
F -2.3496 5.5602 2.1531 -0.0174 -0.0069 -0.0279
C -2.6761 4.3402 0.1544 -0.0511 0.0294 -0.3112
F -2.9932 5.4651 -0.4881 -0.0436 0.0966 -0.1111
C -2.6615 3.1423 -0.5392 -0.0885 0.1227 -0.1453
F -2.9470 3.2083 -1.8557 -0.0388 -0.0060 -0.0714
H -3.3263 -3.6681 -1.2013 -0.0071 0.0035 -0.0646
H -3.5000 -2.5372 0.1543 0.0087 0.0227 0.0048
H -2.0594 -3.5563 0.0370 0.0024 0.0385 -0.0222
H -1.5013 -2.9979 -3.0091 -0.0327 -0.0278 -0.0219
H -0.5113 -3.2213 -1.5595 -0.0214 -0.0083 0.0256
H -0.5363 -0.7969 -3.3877 0.0004 0.0496 -0.0175
H 0.7633 -1.9336 -3.0827 0.0681 0.0051 -0.0368
H -4.0482 -1.2319 -1.5714 0.0057 -0.0096 0.0448
H -3.1041 -1.3469 -3.0558 -0.0476 -0.0280 -0.0316
H -3.6613 0.9817 -2.1313 -0.0699 0.0341 -0.0549
H -1.9904 0.7292 -2.6093 0.0362 0.0298 0.0184
C 0.0642 -1.8624 3.9051 0.0972 -0.0372 0.1110
C 0.4041 -1.7476 2.4542 -0.1627 0.0688 -0.1802
O -0.5067 -1.8487 1.6259 0.2029 -0.0795 0.1262
C 1.7956 -1.4946 2.0333 0.0067 -0.0202 0.0245
C 2.7253 -0.9698 2.9313 0.0571 0.0398 0.0522
C 4.0047 -0.6611 2.5009 0.0248 0.0135 -0.0193
C 4.3651 -0.8925 1.1778 -0.0272 -0.0251 -0.0472
C 3.4476 -1.4328 0.2821 0.1109 -0.0431 0.1350
C 2.1647 -1.7303 0.7081 0.1006 -0.2390 0.1599
H -0.9801 -2.1389 4.0171 0.0103 -0.0035 -0.0250
H 0.2291 -0.8947 4.3879 -0.0227 -0.0543 -0.0237
H 0.7116 -2.5925 4.3940 -0.0273 0.0487 0.0201
H 2.4476 -0.7687 3.9593 0.0147 -0.0305 -0.0708
H 4.7186 -0.2319 3.1941 -0.0456 -0.0275 -0.0619
H 5.3653 -0.6441 0.8422 -0.0460 -0.0099 0.0073
H 3.7271 -1.6056 -0.7505 -0.0015 0.0093 0.0599
H 1.4345 -2.1167 0.0104 0.0684 -0.0156 0.0716
```
Forces are in eV/Å.

Mulliken population analysis, charges in e, atoms 1 to 2: -0.02 -1.30